[1]
{
  "formula": "C10H17LuO6PS2",
  "method": "wB97M-V/def2-TZVPD",
  "elements": ["C", "C", "C", "C", "P", "C", "C", "C", "C", "O", "S", "O", "O", "O", "C", "S", "C", "O", "O", "H", "H", "H", "H", "H", "H", "H", "H", "H", "H", "H", "H", "H", "H", "H", "H", "H", "Lu"],
  "positions_angstrom": [[-0.751, -4.248, -0.500], [-0.118, -3.134, -0.173], [0.546, -1.802, 0.456], [0.149, -0.449, -0.394], [1.011, 1.189, 0.033], [2.879, 1.140, -0.288], [3.809, 1.281, 1.027], [0.563, 1.846, 1.750], [0.109, 0.728, 2.825], [0.792, -0.779, -1.712], [-0.155, -0.067, -2.915], [0.489, 1.252, -3.406], [-0.381, -0.940, -4.163], [-1.499, 0.483, -2.044], [-1.427, -0.410, -0.848], [-2.697, 0.154, 0.396], [-4.341, 0.209, -0.537], [-2.910, -0.893, 1.495], [-2.484, 1.552, 0.930], [-1.223, -5.290, -0.706], [1.688, -1.922, 0.324], [0.248, -1.744, 1.563], [3.116, 0.131, -0.793], [3.110, 1.973, -1.071], [4.913, 1.298, 0.654], [3.697, 0.329, 1.690], [3.633, 2.254, 1.628], [-0.197, 2.708, 1.605], [1.521, 2.351, 2.183], [-0.186, 1.234, 3.826], [-0.702, 0.004, 2.453], [1.052, 0.085, 3.077], [-1.890, -1.375, -1.273], [-4.705, -0.832, -0.856], [-4.118, 0.818, -1.509], [-5.086, 0.788, 0.135], [1.547, 0.080, -4.860]],
  "lowdin_charge": [0.15, -0.08, -0.08, -0.47, 1.18, -0.37, -0.13, -0.34, -0.12, -0.28, 0.79, -0.43, -0.36, -0.16, -0.30, 0.76, -0.10, -0.31, -0.32, 0.10, 0.14, 0.13, 0.08, 0.10, 0.11, 0.10, 0.10, 0.11, 0.10, 0.13, 0.05, 0.10, 0.17, 0.10, 0.09, 0.13, 2.10],
  "spin_multiplicity": 1,
  "energy_ev": -87466.7344,
  "homo_energy_ev": -17.59,
  "total_charge": 3
}


[2]
{
  "formula": "C4H5NO",
  "method": "wB97M-V/def2-TZVPD",
  "elements": ["C", "C", "C", "O", "C", "N", "H", "H", "H", "H", "H"],
  "positions_angstrom": [[-1.042, -0.660, 0.568], [0.341, -0.168, 0.631], [1.182, -0.018, -0.552], [1.134, -1.098, -1.194], [0.125, 1.461, -0.946], [-0.451, 2.371, -1.390], [-1.621, -0.127, 1.332], [-1.489, -0.530, -0.419], [-1.064, -1.722, 0.849], [0.788, -0.098, 1.628], [2.098, 0.590, -0.507]],
  "lowdin_charge": [-0.06, 0.07, -0.52, -0.01, -0.14, 0.08, 0.11, 0.10, 0.11, 0.14, 0.13],
  "spin_multiplicity": 1,
  "relative_energy_kcal_mol": 111.8,
  "energy_ev": -7761.6782,
  "homo_energy_ev": [-9.96, -9.96]
}


[3]
{
  "formula": "C4H10N4O",
  "method": "wB97M-V/def2-TZVPD",
  "elements": ["C", "C", "C", "N", "N", "C", "O", "N", "N", "H", "H", "H", "H", "H", "H", "H", "H", "H", "H"],
  "positions_angstrom": [[-0.926, -1.097, 0.490], [1.556, -0.157, -1.994], [-0.161, 1.116, 0.850], [-2.195, -0.981, 0.917], [1.092, 1.058, 1.322], [-0.287, -0.177, -0.469], [-0.197, -2.107, 0.788], [0.937, -0.695, -0.805], [-1.003, 2.019, 1.131], [0.781, -1.794, 0.073], [-2.692, -0.129, 0.714], [-2.445, -1.472, 1.763], [1.717, 0.418, 0.849], [1.481, 1.837, 1.829], [-1.914, 1.894, 0.697], [-0.952, 0.292, -1.202], [2.436, -0.749, -2.245], [0.887, -0.153, -2.869], [1.885, 0.879, -1.839]],
  "lowdin_charge": [-0.43, -0.15, -0.42, 0.20, 0.12, -0.25, 0.05, -0.18, 0.08, 0.19, 0.10, 0.13, 0.08, 0.10, 0.02, 0.15, 0.07, 0.07, 0.07],
  "spin_multiplicity": 1,
  "relative_energy_kcal_mol": 52.5,
  "energy_ev": -12316.2566,
  "homo_energy_ev": -7.50
}


[4]
{
  "formula": "C25H48Br10Cl2FN3O6P",
  "method": "wB97M-V/def2-TZVPD",
  "elements": ["C", "C", "C", "N", "C", "C", "P", "O", "O", "O", "N", "C", "C", "O", "N", "C", "O", "F", "C", "O", "C", "C", "C", "C", "Cl", "C", "C", "Cl", "H", "H", "H", "H", "H", "H", "H", "H", "H", "H", "H", "H", "H", "H", "H", "H", "H", "H", "H", "H", "H", "H", "H", "H", "H", "H", "H", "H", "Br", "C", "C", "Br", "H", "H", "H", "H", "Br", "C", "C", "Br", "H", "H", "H", "H", "Br", "C", "C", "Br", "H", "H", "H", "H", "Br", "C", "C", "Br", "H", "H", "H", "H", "Br", "C", "C", "Br", "H", "H", "H", "H"],
  "positions_angstrom": [[1.584, 2.001, 0.525], [1.071, 1.418, 1.876], [0.943, -0.115, 1.781], [-0.450, -0.592, 1.726], [-0.829, -1.297, 0.557], [-1.901, -0.657, -0.401], [-2.362, 1.100, -0.261], [-2.742, 1.495, 1.088], [-3.665, 1.123, -1.232], [-1.200, 1.942, -0.928], [-3.040, -1.630, -0.581], [-3.013, -2.430, 0.671], [-4.145, -3.425, 0.940], [-4.492, -3.549, 2.086], [-4.806, -4.151, -0.085], [-6.051, -4.644, 0.417], [-6.215, -5.713, 0.857], [-7.045, -3.761, 0.354], [-1.526, -2.767, 1.052], [-1.583, -2.724, 2.428], [-1.160, -3.866, 3.178], [-2.023, -5.133, 3.045], [-3.058, -5.304, 4.179], [-0.731, -3.852, 0.320], [1.014, -3.755, 0.724], [-0.852, -3.755, -1.236], [0.340, -4.396, -1.962], [-2.292, -4.654, -1.815], [1.338, 1.273, -0.252], [2.645, 2.213, 0.548], [1.000, 2.890, 0.291], [1.740, 1.688, 2.690], [0.104, 1.887, 2.072], [1.374, -0.517, 2.704], [1.561, -0.498, 0.969], [-1.120, 0.114, 2.003], [0.030, -1.430, -0.095], [-1.424, -0.707, -1.385], [-3.509, 0.615, -2.043], [-0.876, 1.467, -1.714], [-3.934, -1.123, -0.573], [-3.052, -2.150, -1.464], [-3.221, -1.664, 1.422], [-5.017, -3.558, -0.887], [-1.231, -3.558, 4.221], [-0.114, -4.129, 3.028], [-1.330, -5.972, 3.158], [-2.473, -5.266, 2.061], [-3.358, -4.351, 4.608], [-2.625, -5.947, 4.943], [-3.926, -5.829, 3.782], [-1.027, -4.869, 0.571], [-0.896, -2.709, -1.562], [-0.003, -4.581, -2.981], [0.588, -5.370, -1.547], [1.187, -3.722, -2.047], [5.119, -0.943, 1.454], [5.608, -1.247, 3.314], [4.407, -1.537, 4.172], [3.385, 0.075, 4.549], [6.155, -0.369, 3.640], [6.277, -2.104, 3.295], [4.718, -1.912, 5.145], [3.724, -2.245, 3.714], [5.991, 2.320, 0.379], [6.129, 3.947, -0.681], [5.201, 5.008, -0.158], [3.364, 4.595, -0.644], [5.915, 3.674, -1.709], [7.166, 4.266, -0.601], [5.420, 5.972, -0.611], [5.229, 5.105, 0.922], [1.583, 6.682, -5.250], [2.574, 7.450, -3.762], [3.953, 7.890, -4.177], [5.148, 6.370, -4.399], [2.592, 6.701, -2.977], [1.986, 8.305, -3.436], [4.405, 8.502, -3.400], [3.961, 8.435, -5.115], [0.022, -1.384, -3.408], [1.364, -0.526, -4.545], [2.412, -1.516, -4.967], [3.629, -1.919, -3.507], [1.769, 0.307, -3.979], [0.817, -0.146, -5.405], [3.029, -1.095, -5.758], [1.993, -2.460, -5.299], [-3.957, 7.453, 0.005], [-5.138, 5.910, -0.007], [-4.443, 4.674, 0.498], [-3.215, 3.941, -0.821], [-5.504, 5.802, -1.023], [-5.965, 6.174, 0.649], [-5.163, 3.881, 0.688], [-3.861, 4.854, 1.395]],
  "lowdin_charge": [-0.14, -0.20, -0.22, 0.02, -0.22, -0.23, 0.38, -0.25, -0.20, -0.18, 0.11, -0.08, -0.37, 0.16, 0.15, -0.52, 0.24, 0.15, -0.35, -0.07, -0.17, -0.21, -0.09, -0.56, 0.79, -0.75, -0.21, 0.73, 0.05, 0.00, 0.04, 0.06, 0.10, 0.05, 0.10, 0.10, 0.10, 0.02, 0.09, 0.09, 0.17, 0.14, 0.18, 0.13, 0.13, 0.08, 0.11, 0.09, 0.08, 0.07, 0.07, 0.10, -0.02, 0.06, 0.08, 0.03, 0.58, -0.67, -0.67, 0.68, 0.06, 0.06, 0.06, 0.05, 0.60, -0.69, -0.67, 0.68, 0.05, 0.06, 0.05, 0.05, 0.60, -0.70, -0.69, 0.59, 0.01, 0.06, 0.06, 0.05, 0.80, -0.62, -0.68, 0.65, 0.06, 0.07, 0.07, 0.06, 0.62, -0.70, -0.64, 0.81, 0.05, 0.06, 0.07, 0.06],
  "spin_multiplicity": 1,
  "relative_energy_kcal_mol": 0.0,
  "energy_ev": -780929.7210,
  "homo_energy_ev": -11.11,
  "total_charge": 1
}


[5]
{
  "formula": "C4H10O2",
  "method": "wB97M-V/def2-TZVPD",
  "elements": ["C", "C", "C", "C", "H", "H", "H", "H", "H", "H", "H", "H", "O", "H", "H", "O"],
  "positions_angstrom": [[1.027, 0.392, -1.834], [1.075, 1.382, -0.942], [1.554, 2.725, -1.219], [1.394, 3.696, -0.320], [1.309, 0.634, -2.861], [0.694, -0.608, -1.635], [1.014, 1.047, 0.096], [2.195, 2.811, -2.089], [1.987, 4.601, -0.331], [0.654, 3.516, 0.452], [-3.436, -1.002, 2.314], [-4.521, -2.086, 2.394], [-4.350, -1.166, 2.198], [-0.979, -5.353, 1.058], [0.409, -5.371, 1.787], [-0.025, -5.219, 0.933]],
  "lowdin_charge": [0.00, -0.22, -0.21, 0.00, 0.06, 0.05, 0.10, 0.10, 0.05, 0.06, 0.01, 0.03, -0.04, 0.04, 0.04, -0.07],
  "spin_multiplicity": 1,
  "relative_energy_kcal_mol": 51.8,
  "energy_ev": -8403.3012,
  "homo_energy_ev": -8.91,
  "smiles": "C=CC=C.O.O"
}


[6]
{
  "formula": "C14H32FeNO3P2Si",
  "method": "wB97M-V/def2-TZVPD",
  "elements": ["Fe", "P", "C", "C", "N", "C", "C", "C", "C", "C", "P", "H", "H", "H", "H", "H", "H", "H", "H", "O", "H", "H", "O", "H", "C", "H", "H", "H", "C", "H", "H", "H", "C", "H", "H", "H", "C", "H", "H", "H", "C", "Si", "C", "C", "O", "H", "H", "H", "H", "H", "H", "H", "H", "H"],
  "positions_angstrom": [[0.122, -0.078, 0.108], [-0.724, 1.070, 2.028], [-0.240, 2.765, 1.553], [1.010, 2.731, 0.688], [1.313, 1.621, -0.022], [2.390, 1.590, -0.843], [3.224, 2.700, -0.937], [2.951, 3.841, -0.193], [1.831, 3.851, 0.625], [2.652, 0.366, -1.693], [1.101, -0.580, -1.989], [1.586, 4.705, 1.247], [4.064, 2.668, -1.626], [3.608, 4.705, -0.235], [3.047, 0.672, -2.675], [3.404, -0.291, -1.219], [-1.081, 3.241, 1.008], [-0.060, 3.356, 2.464], [-3.449, 2.042, -2.853], [-3.316, 2.893, -2.400], [-3.558, 3.581, -3.055], [-2.512, -1.420, -4.007], [-2.944, -0.827, -4.652], [-3.339, -1.409, -5.332], [0.475, 0.151, -3.521], [1.254, 0.091, -4.294], [-0.419, -0.394, -3.857], [0.205, 1.206, -3.367], [1.716, -2.223, -2.389], [0.851, -2.841, -2.663], [2.414, -2.173, -3.236], [2.230, -2.666, -1.524], [0.275, 0.660, 3.485], [0.095, 1.417, 4.263], [-0.041, -0.330, 3.848], [1.351, 0.639, 3.245], [-2.429, 1.216, 2.547], [-2.776, 0.221, 2.853], [-2.498, 1.909, 3.394], [-3.039, 1.598, 1.717], [-1.331, -2.789, 3.462], [-0.764, -3.052, 1.667], [0.696, -4.255, 1.772], [-2.193, -3.977, 0.840], [-0.356, -1.709, 0.898], [-1.647, -3.750, 3.896], [-2.186, -2.105, 3.532], [-0.531, -2.397, 4.101], [0.430, -5.188, 2.288], [1.056, -4.515, 0.769], [1.534, -3.797, 2.314], [-3.106, -3.366, 0.827], [-1.948, -4.225, -0.201], [-2.427, -4.915, 1.363]],
  "lowdin_spin": [4.10, 0.13, 0.01, 0.01, 0.08, 0.01, 0.00, 0.01, 0.00, 0.01, 0.07, 0.00, 0.00, 0.00, 0.00, 0.00, 0.00, 0.00, 0.00, 0.00, 0.00, 0.00, 0.00, 0.00, 0.02, 0.00, 0.00, 0.00, 0.01, 0.00, 0.00, 0.00, 0.02, 0.00, 0.00, 0.00, 0.03, 0.00, 0.01, 0.00, 0.02, 0.05, 0.01, 0.01, 0.38, 0.00, 0.00, 0.00, 0.00, 0.00, 0.00, 0.00, 0.00, 0.00],
  "spin_multiplicity": 6,
  "energy_ev": -83499.9395,
  "s_squared": 8.77,
  "homo_energy_ev": [-15.24, -15.20],
  "total_charge": 2
}